No. 1
Density functional theory data (the ωB97M-V functional and the def2-TZVPD basis) for C42H51B3F9N9O3 as an isolated structure at a distorted geometry.

```
117
Properties=species:S:1:pos:R:3
C 0.29820 -4.54247 -1.07325
C 0.80674 -3.25427 -0.36743
B -0.03307 -2.07268 -0.91629
O 0.42860 -1.30559 -2.00960
B -0.57937 -1.32454 -2.96351
O -1.84554 -0.92023 -2.58464
B -2.21254 -1.40597 -1.35631
C -3.79281 -1.56765 -1.05649
F -4.52783 -1.06740 -2.06808
F -4.05687 -0.79914 0.03865
C -4.23602 -3.02936 -0.72895
F -3.14386 -3.82575 -0.87875
F -4.63287 -3.12087 0.55076
C -5.32999 -3.62679 -1.64732
F -5.32205 -4.97116 -1.43997
F -5.03513 -3.40577 -2.94945
C -6.78264 -3.18339 -1.34072
F -7.15364 -3.58068 -0.10781
F -7.58524 -3.79865 -2.23885
F -6.94473 -1.86464 -1.46059
O -1.27925 -1.71381 -0.41108
H -0.34793 -4.29614 -1.91768
H -0.29246 -5.15858 -0.41212
H 1.12493 -5.09341 -1.49570
H 0.64265 -3.30934 0.70315
H 1.86237 -3.11842 -0.55866
H -0.34819 -1.75261 -4.04521
N 2.76489 0.43720 -0.55072
C 4.12357 0.57782 -0.61008
C 4.44683 1.79490 -0.07713
C 3.22911 2.41492 0.31788
C 2.20872 1.55145 0.01441
H 2.25522 -0.36237 -0.87622
H 4.74055 -0.20039 -1.02225
H 5.44089 2.19612 0.02086
H 3.11667 3.38659 0.77048
H 1.14376 1.63455 0.15078
N 2.22632 3.50993 3.59256
C 1.58443 3.29211 4.78012
C 1.61525 4.45874 5.49636
C 2.30200 5.41949 4.70720
C 2.66514 4.80338 3.53852
H 2.35827 2.82396 2.86983
H 1.16294 2.32977 5.01327
H 1.19430 4.60840 6.47601
H 2.50581 6.44325 4.97277
H 3.19605 5.17337 2.67807
N -10.47335 -3.94328 -1.38604
C -10.94476 -2.77771 -1.92329
C -12.26025 -2.96882 -2.24968
C -12.59695 -4.30244 -1.89179
C -11.47288 -4.87651 -1.36002
H -9.54071 -4.09249 -1.06097
H -10.30897 -1.91509 -2.02764
H -12.90878 -2.23220 -2.69422
H -13.55291 -4.78374 -2.01102
H -11.29958 -5.86387 -0.96846
N 2.88109 -1.20345 -4.47291
C 2.47569 -1.06880 -5.77227
C 3.44177 -1.62075 -6.57184
C 4.46921 -2.10708 -5.71914
C 4.09406 -1.83366 -4.43240
H 2.36799 -0.89157 -3.66873
H 1.53853 -0.59867 -6.01582
H 3.41367 -1.67375 -7.64687
H 5.37744 -2.60387 -6.01607
H 4.58367 -2.03707 -3.49548
N 3.29513 9.04378 6.01531
C 2.22240 9.22824 6.84420
C 2.68921 9.26491 8.13074
C 4.09944 9.09649 8.07635
C 4.44179 8.96383 6.75884
H 3.24722 8.97461 5.01686
H 1.22508 9.31593 6.44946
H 2.08747 9.39650 9.01380
H 4.78314 9.07389 8.90797
H 5.39699 8.81941 6.29040
N 5.64138 -4.20590 1.53902
C 5.68124 -4.06950 0.17991
C 4.96812 -2.94724 -0.14747
C 4.48091 -2.38292 1.06486
C 4.91288 -3.18488 2.08613
H 6.07962 -4.94332 2.05721
H 6.21235 -4.77531 -0.43505
H 4.81649 -2.57369 -1.14686
H 3.88320 -1.49418 1.17295
H 4.76724 -3.11543 3.14997
N -13.26652 0.01564 -4.84737
C -11.90057 0.05831 -4.89612
C -11.49471 1.20917 -4.27589
C -12.66394 1.88670 -3.83378
C -13.74015 1.12480 -4.20063
H -13.83400 -0.71713 -5.22836
H -11.33846 -0.73168 -5.36320
H -10.47442 1.53004 -4.15099
H -12.70822 2.82454 -3.30672
H -14.79597 1.27501 -4.05716
N 5.77171 -7.47496 -4.29108
C 5.82772 -7.34776 -5.65190
C 5.12763 -6.22295 -5.99707
C 4.63086 -5.64682 -4.79678
C 5.04525 -6.44190 -3.76177
H 6.19616 -8.21294 -3.76310
H 6.35821 -8.06447 -6.25441
H 4.98654 -5.85222 -6.99823
H 4.03932 -4.75146 -4.70706
H 4.88677 -6.36165 -2.69981
N 7.98392 7.82773 6.65547
C 8.85959 8.56842 7.40258
C 9.28662 7.78679 8.44134
C 8.64371 6.52480 8.31475
C 7.84736 6.58136 7.20351
H 7.51434 8.14957 5.83210
H 9.10102 9.58169 7.13229
H 9.98161 8.08507 9.20773
H 8.75341 5.67460 8.96614
H 7.19785 5.84747 6.75872
```

The molar mass is 933.3 g/mol. The calculation puts the total energy at -3323.090061 Eh. As for the HOMO-LUMO gap: 8.2 eV. The net charge is 0.

No. 2
Density functional theory data (the ωB97M-V functional and the def2-TZVPD basis) for a 2-piece molecular cluster, C2H3N3O2 overall.

```
10
Properties=species:S:1:pos:R:3
N 1.04482 -1.10253 -0.81446
C 1.12047 0.02276 -0.05053
N 1.65803 0.46680 0.99604
O 0.71844 1.26579 -0.17848
H 0.26827 -1.10880 -1.46567
H 1.93208 -1.32900 -1.24336
N -1.39355 -0.25528 0.42380
C -1.61435 0.93129 0.64343
O -1.80820 2.07014 0.78661
H -1.92600 -0.96117 0.90263
```

The molar mass is 101.1 g/mol. The calculation puts the total energy at -392.649137 Eh. As for the HOMO-LUMO gap: 10.2 eV. The calculation puts the energy relative to the best compared isomer or geometry (same formula, charge and spin) at 379.1 kJ/mol. The net charge is 0. Its structure (SMILES) is NC1=NO1.N=C=O.

No. 3
Density functional theory data (the ωB97M-V functional and the def2-TZVPD basis) for C5H10O2 as an isolated structure at a distorted geometry.

```
17
Properties=species:S:1:pos:R:3
C 0.43993 -1.69364 -1.40498
C -0.40811 -0.75123 -0.54672
O -0.54906 -1.24781 0.78558
C 0.14320 0.68429 -0.56524
C -0.55811 1.59983 0.44567
C -0.11316 1.52198 1.87466
O 1.02087 0.82855 2.06524
H 0.47672 -1.35896 -2.45119
H 1.47131 -1.73152 -1.02467
H 0.02573 -2.70859 -1.37643
H -1.43668 -0.73693 -0.93747
H 0.29904 -1.08448 1.23695
H 1.22209 0.66075 -0.34712
H 0.03658 1.09441 -1.57928
H -1.64999 1.46753 0.43778
H -0.40409 2.66483 0.19093
H 0.67773 1.23408 3.01795
```

The molar mass is 102.1 g/mol. The calculation puts the total energy at -346.860590 Eh. As for the HOMO-LUMO gap: 9.6 eV. The calculation puts the energy relative to the best compared isomer or geometry (same formula, charge and spin) at 432.8 kJ/mol. The net charge is 0.